[1]
Below is a 2-piece molecular cluster, C4H14N2O overall in a non-equilibrium geometry, with properties calculated with ωB97M-V/def2-TZVPD.

Structure (XYZ):
```
21
Properties=species:S:1:pos:R:3:nbo_charge:R:1
O 0.01863 1.11122 -3.40019 -0.974
N -2.22998 1.40075 -0.94165 -0.697
N 2.24600 -1.95042 2.02745 -0.694
C -0.17276 0.60356 0.62061 -0.495
C 1.32920 -0.79812 2.07164 -0.068
C -1.23372 0.31960 -0.50192 -0.229
C 0.71634 -0.45441 0.89016 -0.111
H 0.54863 0.40132 -2.92184 0.488
H -0.77250 -0.28116 -1.24923 0.243
H 1.08077 -1.11142 0.03728 0.207
H 0.38277 1.49155 0.27308 0.275
H -3.20924 1.18151 -0.66429 0.461
H 2.91674 -2.02862 1.25045 0.459
H -2.13648 1.48502 -1.97292 0.486
H -2.03338 2.31138 -0.37857 0.468
H -0.46019 0.91979 -4.13776 0.496
H 0.99052 -0.41777 3.03863 0.264
H 1.71790 -2.80184 1.94049 0.460
H -2.00016 -0.44523 -0.36279 0.234
H 2.91001 -1.88471 2.81350 0.474
H -0.60912 0.94801 1.56786 0.255
```

Summary:
- Charge: +2

***

[2]
Below is a 11-piece molecular cluster, C5H32N2O11 overall in a non-equilibrium geometry, with properties calculated with ωB97M-V/def2-TZVPD.

Structure (XYZ):
```
50
Properties=species:S:1:pos:R:3:nbo_charge:R:1
O 2.33636 0.10897 -3.04317 -1.002
O -2.35359 -0.60863 -2.90774 -0.967
O 0.43244 -1.83449 -2.35471 -0.974
O -1.14114 -2.42093 3.07172 -0.947
O 0.19956 1.93167 -3.03006 -0.968
O 3.35123 -2.08099 -1.58104 -0.971
O -1.71447 0.32189 4.23263 -0.948
O 1.05764 -3.30466 0.02265 -0.971
O -1.55470 3.44772 -1.47848 -1.004
O 0.15725 1.35016 2.35983 -0.728
O -1.12711 3.40677 1.18666 -1.010
N 2.09734 0.27552 2.36346 -0.590
N -0.61617 0.49008 -0.16003 -0.672
C 0.71400 0.23818 0.29915 -0.344
C -2.98662 0.24845 0.25195 -0.630
C 0.96377 0.62490 1.74213 0.697
C 3.12675 -0.50808 1.69142 -0.434
C -1.65066 -0.49093 0.22341 -0.238
H 0.24572 -1.10587 -1.74452 0.485
H 1.42688 0.92010 -0.19519 0.242
H -1.01600 -3.35475 2.88720 0.475
H -2.96721 1.16019 -0.34783 0.200
H -2.51433 3.47520 -1.46047 0.473
H 1.57413 -0.47570 -3.04995 0.495
H 2.81503 -1.53617 1.53435 0.226
H 4.02931 -0.50899 2.30677 0.218
H -2.01935 0.00670 -2.24767 0.484
H 1.76059 -2.81544 -0.43097 0.493
H -1.61832 -1.33471 -0.46795 0.180
H -0.91816 0.47657 3.69078 0.479
H -3.27086 0.62433 1.23341 0.216
H -0.91429 1.44653 -0.20382 0.396
H 2.32271 0.74032 3.22387 0.412
H -0.75584 1.80155 -3.01049 0.481
H -1.28194 3.54428 -0.53663 0.509
H 3.51825 -0.01626 0.80067 0.203
H -0.38063 -2.10694 3.56653 0.476
H -0.76028 2.61171 1.63652 0.520
H 0.97939 -0.76021 -0.03234 0.232
H -1.38603 -0.90627 1.19839 0.213
H 0.25153 2.83479 -2.68957 0.488
H 1.11442 -4.18450 -0.36228 0.468
H -0.39269 -2.33040 -2.28617 0.495
H 2.14040 0.99400 -3.34758 0.503
H -1.50673 3.99368 1.84145 0.488
H -2.33474 0.17101 3.50819 0.461
H 2.81580 -2.40316 -2.30283 0.481
H 3.31194 -1.11945 -1.67374 0.499
H -1.82909 -0.64694 -3.70695 0.484
H -3.73150 -0.39076 -0.22095 0.226
```

Summary:
- SMILES: CCNCC(=O)NC.O.O.O.O.O.O.O.O.O.O
- Charge: 0

***

Going through the records in order, we get HOMO-LUMO gap values of 11.2; 9.4 eV.
Going through the records in order, we get calculated total energy values of -344.86484; -1146.87001 a.u..
Going through the records in order, we get energy relative to the best compared isomer or geometry (same formula, charge and spin) values of 53.4; 47.3 kcal/mol.